(1)
C2H6N2S2 | ωB97M-V/def2-TZVPD

Properties
Energy ... -26818.68921 eV
Highest occupied orbital energy ... -8.4 eV
Charge ... 0
SMILES string ... C/C(=N/S)NS
Kohn-Sham gap ... 8.87 eV

Atoms and positions in Å:
C -0.0031 -0.1993 -1.8185
C -0.3059 0.1571 -0.4432
N -1.4600 0.6854 0.0666
S -1.5374 1.4151 1.6175
N 0.6392 0.1764 0.6045
S 0.4742 -1.3173 1.4818
H 0.3835 -1.3524 -2.0560
H -0.9137 -0.0068 -2.3462
H 0.8223 0.3197 -2.0480
H -0.1482 1.2205 1.9583
H 1.4569 -0.2447 0.1667
H 0.5923 -0.8536 2.8167

=====

(2)
C5H3NO | ωB97M-V/def2-TZVPD

Properties
Energy ... -8768.04725 eV
Highest occupied orbital energy ... -10.8 eV
Charge ... 0
SMILES string ... C#CCC(=O)C#N
Kohn-Sham gap ... 10.17 eV

Atoms and positions in Å:
C 2.2614 -0.3019 0.5072
C 1.0972 -0.5429 0.3129
C -0.3227 -0.8705 0.1407
C -1.2732 0.1900 -0.3721
O -2.2490 -0.1689 -0.9857
C -1.0566 1.6337 -0.1765
N -0.9895 2.7846 -0.0918
H 3.3031 -0.1024 0.6641
H -0.5758 -1.6301 -0.6080
H -0.7300 -1.2666 1.0794

=====

(3)
C2HCl3S | ωB97M-V/def2-TZVPD

Properties
Spin multiplicity ... 3
Energy ... -50487.41369 eV
Highest occupied orbital energy (spin up / spin down) ... -6.8 / -10.7 eV
Charge ... 0
Kohn-Sham gap (spin up / spin down) ... 6.65 / 7.93 eV

Atoms and positions in Å:
C 0.7617 0.2680 -0.7611
C 0.6095 2.1952 0.4846
S 0.4555 0.2484 -2.2775
Cl -0.8712 2.4192 1.2687
Cl 0.8728 3.3368 -0.8591
Cl 2.0219 2.2910 1.5309
H 1.1145 -0.3605 -0.0743

=====

(4)
C56H153AsCrF6N11O19 | ωB97M-V/def2-TZVPD

Properties
Spin multiplicity ... 4
Energy ... -221409.80079 eV
Highest occupied orbital energy (spin up / spin down) ... -8.8 / -8.8 eV
Charge ... 0
Kohn-Sham gap (spin up / spin down) ... 8.74 / 8.83 eV

Atoms and positions in Å:
Cr -18.8960 -11.6564 -16.0002
C -18.7122 -10.2127 -12.3938
C -18.9868 -9.6867 -13.8018
C -18.6527 -8.1781 -13.8167
O -18.2769 -10.4693 -14.7634
H -19.2019 -11.1966 -12.2093
H -19.0073 -9.5077 -11.6335
H -17.6705 -10.4619 -12.2512
H -20.0758 -9.8548 -13.9520
H -19.0270 -7.6956 -12.9131
H -19.0669 -7.6641 -14.6831
H -17.5740 -7.9883 -13.8771
C -19.6573 -13.9580 -19.4951
C -19.9907 -12.8308 -18.6007
C -21.4535 -12.8394 -18.2000
O -19.1491 -12.9109 -17.4560
H -18.6767 -13.9514 -19.9512
H -20.4043 -14.0305 -20.2838
H -19.6387 -14.8872 -18.9294
H -19.6755 -11.9097 -19.1410
H -22.1313 -13.0576 -19.0223
H -21.7626 -11.8990 -17.7877
H -21.6160 -13.6222 -17.4563
As -24.4975 -9.6282 -16.4574
F -22.8563 -9.0387 -16.9220
F -25.0087 -9.2607 -18.0618
F -25.9437 -10.2975 -16.0795
F -23.8785 -9.8723 -14.8242
F -24.9205 -8.0519 -15.9359
F -23.8432 -11.1593 -16.8819
C -26.6818 -5.7789 -18.6358
C -27.8951 -6.4024 -18.0771
C -28.3513 -7.5216 -19.0099
O -29.4609 -8.1403 -18.4200
C -29.8600 -9.3152 -19.0237
N -27.6862 -6.9190 -16.7122
H -26.2963 -5.0121 -17.9681
H -26.9013 -5.3930 -19.6241
H -25.8690 -6.5156 -18.7204
H -28.7620 -5.7359 -17.9863
H -27.4761 -8.1655 -19.1238
H -28.5670 -7.0484 -19.9724
H -30.8372 -9.5549 -18.5764
H -29.1931 -10.0929 -18.7255
H -29.9377 -9.2891 -20.1047
H -26.8992 -7.5631 -16.6824
H -28.4875 -7.4661 -16.4641
C -28.7781 -11.9085 -16.3289
C -30.2348 -12.0242 -16.7023
C -30.4796 -12.8747 -17.9171
O -31.9255 -12.7932 -18.0872
C -32.4291 -13.5963 -19.1632
N -30.8959 -12.7041 -15.5932
H -28.5946 -11.0265 -15.7551
H -28.1244 -11.8612 -17.1893
H -28.4621 -12.8585 -15.8462
H -30.6678 -11.0207 -16.9561
H -30.2070 -13.9212 -17.7818
H -30.0707 -12.4503 -18.8270
H -32.2336 -14.6332 -18.9083
H -31.9251 -13.2557 -20.0700
H -33.5229 -13.4679 -19.2821
H -31.8932 -12.6951 -15.6695
H -30.7264 -12.1930 -14.7296
C -21.4776 -8.4148 -22.5317
C -21.7305 -9.3045 -21.2945
C -22.6224 -8.6959 -20.2902
O -21.9584 -7.5441 -19.7176
C -22.9243 -6.7727 -19.0665
N -22.2965 -10.6043 -21.6830
H -22.3895 -8.3529 -23.1592
H -20.6273 -8.6985 -23.1506
H -21.3891 -7.4080 -22.1592
H -20.7466 -9.3333 -20.8283
H -22.7984 -9.3896 -19.4526
H -23.5517 -8.3262 -20.6258
H -23.6046 -7.3813 -18.4799
H -23.5432 -6.3190 -19.8757
H -22.4961 -6.0424 -18.3889
H -21.8454 -10.8489 -22.5548
H -22.2189 -11.3295 -20.9913
C -26.0595 -11.0605 -20.4133
C -25.9856 -12.1109 -21.4744
C -27.2990 -12.6437 -22.0121
O -27.9690 -13.4791 -21.1274
C -29.2841 -13.8230 -21.4928
N -25.2540 -11.5558 -22.6177
H -26.7531 -11.4053 -19.6044
H -26.4262 -10.1585 -20.8997
H -25.1017 -10.8707 -19.9392
H -25.5757 -12.9666 -20.9516
H -27.1125 -13.2904 -22.8702
H -27.9789 -11.8353 -22.2767
H -29.2048 -14.5593 -22.2717
H -29.7604 -12.9388 -21.9460
H -29.8387 -14.2081 -20.6361
H -24.9078 -12.3241 -23.1851
H -24.4588 -11.0142 -22.2875
C -29.7139 -13.5678 -8.9019
C -28.1871 -13.4050 -9.2981
C -28.0100 -12.5361 -10.4993
O -28.1916 -13.3125 -11.6953
C -28.6436 -12.6929 -12.8415
N -27.3572 -12.8028 -8.2552
H -29.9622 -12.8387 -8.1074
H -29.9091 -14.5501 -8.4823
H -30.3827 -13.4999 -9.7671
H -27.9016 -14.3973 -9.6013
H -27.0060 -12.1302 -10.4838
H -28.7231 -11.7096 -10.6128
H -28.1740 -11.7097 -13.0476
H -29.7481 -12.5268 -12.7709
H -28.5054 -13.4239 -13.6481
H -26.3967 -12.9400 -8.5828
H -27.4755 -13.1494 -7.3192
C -21.8139 -10.1999 -9.9324
C -22.7959 -9.8319 -8.8170
C -22.4391 -10.6178 -7.5020
O -23.2288 -10.1113 -6.4337
C -22.8320 -10.5097 -5.1291
N -22.7829 -8.3775 -8.6424
H -22.0255 -9.7330 -10.9001
H -21.6862 -11.2675 -9.9851
H -20.8264 -9.7922 -9.6433
H -23.7843 -10.1801 -9.1414
H -21.3522 -10.4598 -7.4046
H -22.6348 -11.6684 -7.6510
H -22.6141 -11.5830 -5.0308
H -23.7417 -10.4146 -4.4769
H -21.9830 -9.9022 -4.7820
H -23.3376 -7.9752 -9.4025
H -23.2757 -8.2870 -7.7685
C -26.7250 -8.4417 -12.7761
C -25.7441 -7.8702 -11.7392
C -24.3325 -7.8147 -12.3652
O -23.5103 -7.1557 -11.4036
C -22.1811 -6.7565 -11.7518
N -26.3158 -6.5858 -11.2099
H -26.6896 -7.9163 -13.7244
H -27.7773 -8.4919 -12.4490
H -26.4828 -9.4973 -12.8961
H -25.7904 -8.5037 -10.8535
H -24.4300 -7.2826 -13.2888
H -23.9574 -8.8149 -12.5590
H -21.4922 -7.5012 -12.1499
H -21.7587 -6.2938 -10.8503
H -22.3159 -5.9183 -12.4646
H -25.5608 -6.0972 -10.7603
H -26.5945 -6.0861 -12.0642
C -21.5646 -2.6197 -18.0409
C -21.9615 -2.6365 -16.5809
C -21.4926 -3.8720 -15.8268
O -21.9680 -5.0860 -16.4605
C -21.7296 -6.2063 -15.6934
N -21.4399 -1.4622 -15.9066
H -21.9489 -1.8067 -18.6380
H -21.7386 -3.5833 -18.5019
H -20.4593 -2.5561 -18.1315
H -23.0213 -2.6456 -16.5148
H -21.9787 -3.8460 -14.8506
H -20.4008 -3.8265 -15.6650
H -22.0722 -6.0785 -14.6711
H -20.6803 -6.4359 -15.5249
H -22.3322 -7.0399 -16.1533
H -21.8541 -0.5703 -16.1723
H -20.4527 -1.5191 -16.1133
C -24.6177 -12.7791 -12.1691
C -23.3881 -13.2670 -12.8135
C -23.8338 -13.6930 -14.2000
O -22.7169 -14.1306 -15.0798
C -22.8844 -15.4440 -15.6603
N -22.3058 -12.2203 -12.9805
H -24.4074 -12.3950 -11.1580
H -25.3398 -13.6179 -12.1755
H -25.0368 -11.9603 -12.7742
H -23.0006 -14.0574 -12.1726
H -24.3016 -12.8704 -14.7238
H -24.4941 -14.5304 -14.1700
H -23.5269 -15.4364 -16.5403
H -23.2342 -16.1591 -14.9128
H -21.8874 -15.7415 -16.0319
H -22.7589 -11.4476 -13.4970
H -22.0203 -11.8272 -12.0775
C -27.9707 -16.4776 -19.2570
C -27.0512 -16.9316 -18.0802
C -26.4327 -15.7682 -17.3774
O -25.4289 -15.2991 -18.2818
C -25.2503 -13.9035 -18.1982
N -27.7960 -17.6494 -17.0332
H -28.5660 -17.2795 -19.6755
H -27.4461 -16.0549 -20.0995
H -28.6593 -15.7216 -18.8090
H -26.2931 -17.6294 -18.4095
H -25.9273 -16.1671 -16.4680
H -27.1457 -14.9867 -17.1420
H -25.0103 -13.4763 -17.2166
H -26.1165 -13.3458 -18.5791
H -24.4530 -13.7099 -18.9180
H -28.2481 -18.4551 -17.4000
H -28.5752 -17.1060 -16.6243
C -19.3694 -14.9080 -13.2453
C -18.7510 -13.7678 -13.9878
C -17.6384 -14.2025 -14.9278
O -17.2525 -13.0711 -15.7103
C -16.1813 -13.3741 -16.6313
N -19.8168 -12.9577 -14.6556
H -18.7268 -15.4081 -12.5299
H -19.8348 -15.5715 -13.9589
H -20.2054 -14.5809 -12.6332
H -18.2799 -13.0582 -13.2902
H -17.9881 -15.0324 -15.5361
H -16.7331 -14.5308 -14.3731
H -15.3827 -13.8302 -16.0640
H -15.8075 -12.3950 -16.9639
H -16.5139 -13.9408 -17.5037
H -20.3970 -13.6588 -15.0871
H -20.3796 -12.6050 -13.8464
C -32.1819 -8.3030 -15.1050
C -31.2293 -7.0802 -14.7779
O -31.5596 -6.5963 -13.5270
O -31.8916 -9.3457 -14.2053
H -32.0047 -8.5432 -16.1738
H -33.1735 -7.9516 -14.8534
H -31.3710 -6.3688 -15.5958
H -30.1682 -7.3911 -14.7611
H -30.7523 -6.2613 -13.1168
H -32.6989 -9.5472 -13.7426
C -20.1820 -9.7437 -17.8094
C -18.7078 -9.3677 -17.8362
O -17.8771 -10.5310 -17.5228
O -20.3846 -10.5115 -16.6126
H -20.5230 -10.2808 -18.6973
H -20.7677 -8.8442 -17.6123
H -18.5668 -8.7862 -16.9152
H -18.3525 -8.8935 -18.7459
H -18.0944 -11.2792 -18.1141
H -21.1584 -10.1763 -16.1108
C -24.7475 -3.9201 -13.7248
C -25.3609 -4.6147 -14.9746
O -26.4336 -5.4333 -14.6119
O -25.5695 -2.9297 -13.1748
H -23.8625 -3.3061 -13.9147
H -24.4528 -4.6295 -12.9618
H -24.5504 -5.1749 -15.3781
H -25.6557 -3.8584 -15.7194
H -26.8154 -5.8742 -15.3692
H -26.4036 -3.2837 -12.8809

=====

(5)
C64H48Cl2F3N8O3PS2SbSr | ωB97M-V/def2-TZVPD

Properties
Energy ... -156746.97358 eV
Highest occupied orbital energy ... -4.3 eV
Charge ... -1
Kohn-Sham gap ... 6.00 eV

Atoms and positions in Å:
Sr 2.3775 -0.2386 -0.6183
Cl 9.5737 0.9135 -0.5706
C 7.9370 0.6755 -1.1252
C 6.9244 0.5946 -0.1843
C 5.5877 0.4032 -0.5555
N 4.5367 0.1897 0.3464
C 4.7500 0.1280 1.6606
O 5.7508 0.4207 2.3303
C 3.5873 -0.4700 2.4440
C 3.9091 -1.1765 3.5989
C 2.8929 -1.7343 4.3451
C 1.5834 -1.5421 3.9334
C 1.3566 -0.8343 2.7693
N 2.3292 -0.3100 2.0165
C 5.2847 0.3319 -1.9440
C 6.3274 0.4015 -2.8619
C 7.6430 0.5681 -2.4705
Cl 8.8822 0.6563 -3.6935
N 3.9554 0.3401 -2.4258
C 3.6638 -0.4280 -3.4684
O 4.2247 -1.4718 -3.8520
C 2.5523 0.1349 -4.3427
C 2.6007 -0.1486 -5.7043
C 1.7042 0.4786 -6.5456
C 0.7718 1.3468 -5.9980
C 0.7685 1.5217 -4.6253
N 1.6402 0.9414 -3.8004
H 7.1634 0.6691 0.8631
H 4.9505 -1.2501 3.8745
H 3.1133 -2.3101 5.2361
H 0.7522 -1.9577 4.4828
H 0.3521 -0.6758 2.4010
H 6.1032 0.3271 -3.9169
H 3.3405 -0.8518 -6.0564
H 1.7275 0.2908 -7.6124
H 0.0432 1.8609 -6.6096
H 0.0307 2.1716 -4.1682
O 1.7258 -3.2977 -3.3622
N 0.8995 -2.5223 -4.1556
C -0.1689 -2.1889 -3.5537
C -1.1268 -1.3654 -4.3280
C -1.3076 -1.6525 -5.6795
C -2.1313 -0.8705 -6.4720
C -2.7867 0.2176 -5.9164
C -2.6146 0.5069 -4.5707
C -1.7988 -0.2747 -3.7572
P -1.5345 0.1019 -1.9676
C -2.9416 -0.8729 -1.2861
C -4.1733 -0.9960 -1.9291
C -5.1878 -1.7710 -1.3895
C -4.9711 -2.4689 -0.2090
C -3.7402 -2.3828 0.4225
C -2.7353 -1.5798 -0.1042
C -2.1173 1.8367 -1.8564
C -1.1171 2.8064 -1.9305
C -1.4235 4.1539 -1.8144
C -2.7353 4.5506 -1.5943
C -3.7351 3.5927 -1.4948
C -3.4282 2.2452 -1.6266
H 2.6139 -3.0993 -3.7244
H -0.3256 -2.4685 -2.5121
H -0.7744 -2.4951 -6.0978
H -2.2539 -1.1068 -7.5218
H -3.4264 0.8442 -6.5254
H -3.1131 1.3722 -4.1486
H -4.3381 -0.4963 -2.8766
H -6.1385 -1.8470 -1.9020
H -5.7522 -3.0945 0.2048
H -3.5535 -2.9662 1.3151
H -1.7721 -1.5184 0.3891
H -0.0822 2.5026 -2.0527
H -0.6292 4.8868 -1.8791
H -2.9772 5.6016 -1.4937
H -4.7601 3.8950 -1.3143
H -4.2139 1.5078 -1.5226
F 2.0980 -6.5276 1.9949
C 1.5579 -5.3867 1.4900
F 0.5658 -5.7832 0.6763
F 0.9843 -4.7639 2.5428
C 2.5967 -4.5421 0.8055
C 3.9062 -4.9737 0.7903
C 4.8882 -4.2065 0.1779
C 4.4956 -3.0071 -0.3772
N 3.2385 -2.5694 -0.3565
C 2.2523 -3.3077 0.2012
S 0.6368 -2.6763 0.1231
H 4.1648 -5.9154 1.2548
H 5.9201 -4.5222 0.1418
H 5.2110 -2.3501 -0.8602
N 1.8325 4.5398 0.0057
C 2.4011 4.5366 -1.2519
C 2.6267 3.2285 -1.5454
N 2.2055 2.4354 -0.4987
C 1.7367 3.2539 0.4085
H 1.5243 5.3396 0.5277
H 2.6018 5.4427 -1.7938
H 3.0691 2.7777 -2.4174
H 1.3165 2.9640 1.3574
S -1.0622 1.4213 1.2608
Sb -2.3531 0.9730 3.0284
C -2.0691 -0.8234 4.0834
C -2.0183 -0.8450 5.4727
C -1.8720 -2.0576 6.1353
C -1.7804 -3.2396 5.4142
C -1.8192 -3.2175 4.0262
C -1.9567 -2.0083 3.3615
C -4.3773 0.8574 2.4729
C -4.8388 1.7503 1.5083
C -6.1433 1.6542 1.0478
C -6.9807 0.6603 1.5372
C -6.5174 -0.2364 2.4881
C -5.2141 -0.1403 2.9585
C -2.2384 2.4831 4.4908
C -3.3538 3.2288 4.8522
C -3.2236 4.2812 5.7502
C -1.9819 4.5833 6.2873
C -0.8652 3.8398 5.9282
C -0.9897 2.7950 5.0249
H -2.0952 0.0736 6.0426
H -1.8246 -2.0767 7.2166
H -1.6569 -4.1806 5.9346
H -1.7087 -4.1322 3.4586
H -1.9454 -1.9895 2.2797
H -4.1701 2.4923 1.0850
H -6.4998 2.3426 0.2921
H -7.9936 0.5768 1.1647
H -7.1663 -1.0207 2.8565
H -4.8531 -0.8514 3.6923
H -4.3286 2.9911 4.4414
H -4.0926 4.8629 6.0291
H -1.8815 5.4032 6.9871
H 0.1042 4.0766 6.3466
H -0.1086 2.2331 4.7330

=====

(6)
C2H6Br2O | ωB97M-V/def2-TZVPD

Properties
Energy ... -144303.50021 eV
Highest occupied orbital energy ... -10.3 eV
Charge ... 0
SMILES string ... BrCCBr.O
Kohn-Sham gap ... 10.84 eV

Atoms and positions in Å:
Br -0.4159 -0.8728 1.2414
C 0.0158 -0.4653 -0.6485
C -1.2176 0.2713 -1.2317
Br -2.7691 -0.8589 -1.3884
H 0.2971 -1.3991 -1.1114
H 0.7611 0.3238 -0.6051
H -1.0168 0.8778 -2.1151
H -1.4125 1.0627 -0.5041
O 2.2550 0.5606 2.1412
H 1.4229 0.8149 1.7244
H 2.0800 -0.3149 2.4972